[1]
Computed, not measured: a cluster of 13 separate species, C42H114N4O26 in total at a distorted geometry, with the ωB97M-V functional and the def2-TZVPD basis.

XYZ file:
```
186
Properties=species:S:1:pos:R:3:lowdin_charge:R:1
C 7.987 -0.478 0.049 -0.22
C 8.334 -1.413 1.218 -0.18
O 7.149 -1.926 1.848 -0.11
O 7.388 -1.293 -0.981 -0.08
H 8.939 -0.042 -0.255 0.11
H 7.322 0.377 0.170 0.11
H 8.849 -0.794 1.952 0.12
H 8.910 -2.295 0.939 0.13
H 6.630 -2.373 1.175 0.06
H 7.113 -0.642 -1.630 0.02
C -4.358 2.641 3.321 -0.22
C -4.473 3.354 4.662 -0.26
O -5.591 3.169 5.470 -0.04
O -5.199 3.184 2.309 -0.11
H -4.522 1.565 3.370 0.12
H -3.323 2.794 3.013 0.11
H -4.282 4.406 4.450 0.11
H -3.682 2.927 5.278 0.12
H -6.310 3.689 5.103 0.09
H -5.942 2.586 2.201 0.02
C 2.013 -1.264 -5.187 -0.25
C 3.376 -0.835 -5.736 -0.18
O 4.003 0.087 -4.831 -0.11
O 2.023 -1.752 -3.860 -0.06
H 1.634 -2.059 -5.829 0.12
H 1.351 -0.398 -5.213 0.12
H 3.337 -0.319 -6.695 0.12
H 3.996 -1.721 -5.874 0.13
H 3.464 0.882 -4.813 0.04
H 2.749 -2.378 -3.804 0.10
C -2.984 5.796 2.004 -0.22
C -1.600 5.436 1.327 -0.19
O -1.831 5.348 -0.082 -0.08
O -3.262 7.167 1.856 -0.06
H -2.908 5.653 3.082 0.11
H -3.830 5.266 1.567 0.10
H -1.111 4.564 1.759 0.08
H -0.896 6.240 1.542 0.12
H -1.977 6.258 -0.351 0.08
H -3.371 7.438 0.941 0.08
C 4.551 3.515 -5.339 -0.26
C 3.655 3.415 -4.100 -0.15
O 2.571 2.496 -4.464 -0.11
O 3.991 4.166 -6.470 -0.04
H 4.901 2.516 -5.600 0.11
H 5.441 4.086 -5.075 0.12
H 3.133 4.367 -4.000 0.13
H 4.156 3.041 -3.207 0.13
H 2.079 2.983 -5.129 0.09
H 3.613 3.403 -6.912 0.08
C 2.031 3.749 1.533 -0.22
C 1.173 2.725 2.379 -0.21
O 1.278 1.403 1.876 -0.11
O 3.360 3.247 1.547 -0.07
H 1.859 4.760 1.903 0.11
H 1.649 3.830 0.515 0.09
H 0.128 3.006 2.245 0.07
H 1.477 2.653 3.423 0.12
H 0.967 1.367 0.968 0.01
H 3.257 2.378 1.152 0.02
C -7.799 4.015 0.393 -0.18
C -7.596 2.509 0.200 -0.22
O -7.155 1.822 1.356 -0.09
O -6.544 4.728 0.262 -0.09
H -8.122 4.274 1.401 0.12
H -8.411 4.370 -0.436 0.12
H -6.836 2.321 -0.558 0.12
H -8.419 1.975 -0.275 0.11
H -7.117 0.870 1.239 0.06
H -5.890 4.385 0.876 0.03
C 7.253 0.802 -3.585 -0.26
C 8.657 0.372 -3.572 -0.24
O 8.967 -0.273 -4.822 -0.05
O 6.369 -0.308 -3.650 -0.07
H 6.991 1.451 -4.421 0.12
H 7.041 1.399 -2.698 0.12
H 8.949 -0.314 -2.776 0.11
H 9.295 1.201 -3.268 0.13
H 8.445 -1.076 -4.879 0.08
H 5.478 -0.050 -3.898 0.03
C -8.765 -2.749 -0.138 -0.24
C -7.958 -1.430 -0.362 -0.18
O -7.142 -0.937 0.728 -0.07
O -8.117 -3.883 0.323 -0.08
H -9.391 -2.927 -1.012 0.12
H -9.405 -2.632 0.736 0.12
H -8.574 -0.620 -0.752 0.12
H -7.366 -1.731 -1.226 0.10
H -6.736 -1.715 1.117 0.07
H -7.843 -4.393 -0.443 0.03
C -7.430 -4.968 -2.970 -0.05
O -6.890 -5.030 -1.651 -0.25
C -5.501 -5.058 -1.517 -0.20
C -5.067 -5.776 -0.199 -0.19
N -5.592 -5.237 1.022 -0.06
C -4.817 -4.068 1.501 -0.17
C -5.542 -3.541 2.793 -0.21
O -4.931 -2.328 3.158 -0.23
C -3.529 -2.325 3.613 -0.05
H -7.186 -4.036 -3.479 0.10
H -8.504 -5.102 -2.840 0.10
H -7.062 -5.867 -3.466 0.09
H -5.097 -4.059 -1.677 0.11
H -5.056 -5.598 -2.353 0.12
H -4.003 -5.924 -0.014 0.12
H -5.529 -6.762 -0.241 0.12
H -6.533 -4.935 0.814 0.06
H -4.673 -3.284 0.758 0.11
H -3.871 -4.451 1.883 0.10
H -5.441 -4.268 3.599 0.12
H -6.613 -3.343 2.801 0.12
H -3.055 -1.376 3.365 0.07
H -2.989 -3.163 3.171 0.07
H -3.556 -2.553 4.678 0.09
C -3.440 -0.826 -3.010 -0.10
O -2.554 -1.472 -3.956 -0.17
C -1.221 -1.590 -3.446 -0.18
C -1.096 -2.300 -2.003 -0.13
N -1.058 -1.227 -0.938 -0.08
C -0.794 -1.732 0.383 -0.20
C 0.562 -2.411 0.666 -0.17
O 0.561 -3.170 1.907 -0.20
C 0.548 -2.246 2.998 -0.10
H -3.135 0.163 -2.668 0.07
H -3.605 -1.339 -2.062 0.07
H -4.422 -0.615 -3.434 0.09
H -0.686 -0.640 -3.429 0.10
H -0.645 -2.122 -4.204 0.10
H -0.077 -2.688 -2.015 0.08
H -1.649 -3.227 -1.851 0.11
H -1.845 -0.594 -0.937 0.04
H -1.642 -2.408 0.498 0.12
H -0.882 -0.835 0.996 0.11
H 1.354 -1.662 0.699 0.10
H 0.908 -3.073 -0.128 0.11
H 0.790 -2.783 3.915 0.10
H -0.306 -1.569 2.972 0.07
H 1.404 -1.596 2.813 0.07
C -3.934 0.529 0.454 -0.05
O -2.732 0.774 -0.277 -0.26
C -1.973 1.941 0.126 -0.14
C -0.888 2.248 -0.949 -0.16
N 0.272 1.437 -0.685 -0.07
C 1.471 1.623 -1.603 -0.14
C 2.658 0.705 -1.271 -0.15
O 3.347 1.102 -0.059 -0.22
C 4.311 0.182 0.361 -0.08
H -3.804 -0.094 1.339 0.08
H -4.602 -0.061 -0.175 0.08
H -4.413 1.488 0.649 0.08
H -1.600 1.795 1.140 0.12
H -2.608 2.825 0.066 0.11
H -0.663 3.315 -0.955 0.10
H -1.191 1.954 -1.954 0.12
H 0.010 0.481 -0.881 0.06
H 1.740 2.676 -1.684 0.11
H 1.206 1.330 -2.619 0.10
H 3.367 0.639 -2.096 0.11
H 2.238 -0.299 -1.217 0.11
H 3.814 -0.693 0.781 0.08
H 4.795 0.663 1.210 0.09
H 5.031 -0.162 -0.381 0.09
C 4.575 -4.179 0.662 -0.09
O 4.778 -2.944 1.347 -0.23
C 4.298 -3.077 2.679 -0.19
C 4.440 -1.831 3.587 -0.21
N 5.762 -1.792 4.184 -0.05
C 6.078 -0.522 4.906 -0.16
C 6.333 0.658 3.992 -0.23
O 6.696 1.883 4.604 -0.15
C 7.189 2.819 3.705 -0.13
H 5.191 -4.970 1.090 0.09
H 5.065 -4.076 -0.307 0.09
H 3.536 -4.501 0.598 0.09
H 4.819 -3.872 3.213 0.13
H 3.244 -3.340 2.602 0.10
H 3.667 -1.820 4.355 0.11
H 4.134 -0.930 3.054 0.09
H 6.391 -1.955 3.411 0.05
H 6.934 -0.797 5.523 0.11
H 5.235 -0.238 5.536 0.12
H 5.464 0.892 3.377 0.11
H 7.001 0.381 3.176 0.10
H 7.611 2.360 2.811 0.08
H 7.966 3.467 4.110 0.08
H 6.493 3.596 3.388 0.08
```

The calculation puts the orbital gap at 8.06 eV. As for the highest occupied orbital energy: -8.08 eV. Its total energy is -104585.358 eV. As for the charge: 0. For the LUMO energy, the calculation gives -0.019 eV. The value obtained for the energy above the lowest of the compared OMol25 structures with the same formula, charge and spin is 0.000 eV.

***

[2]
Computed, not measured: a cluster of 15 separate species, C42H114O25 in total at a distorted geometry, with the ωB97M-V functional and the def2-TZVPD basis.

XYZ file:
```
181
Properties=species:S:1:pos:R:3:lowdin_charge:R:1
C -7.381 -19.607 -18.009 -0.13
O -6.095 -19.080 -18.099 -0.19
C -5.163 -19.601 -17.150 -0.19
C -3.728 -19.309 -17.528 -0.19
O -3.323 -20.297 -18.460 -0.16
C -1.954 -20.472 -18.650 -0.14
H -7.439 -20.588 -18.482 0.08
H -8.009 -19.006 -18.666 0.09
H -7.788 -19.706 -17.003 0.09
H -5.338 -20.677 -17.145 0.12
H -5.438 -19.270 -16.148 0.12
H -3.170 -19.424 -16.599 0.12
H -3.556 -18.273 -17.818 0.13
H -1.317 -20.665 -17.787 0.08
H -1.458 -19.598 -19.072 0.09
H -1.736 -21.422 -19.139 0.09
C -8.898 -15.782 -12.658 -0.13
O -8.491 -15.186 -11.493 -0.18
C -7.157 -14.828 -11.453 -0.21
C -6.683 -14.788 -9.988 -0.20
O -7.531 -14.034 -9.162 -0.19
C -7.227 -13.928 -7.782 -0.10
H -9.973 -15.960 -12.683 0.09
H -8.375 -16.725 -12.822 0.09
H -8.674 -15.029 -13.413 0.09
H -7.002 -13.876 -11.961 0.13
H -6.578 -15.558 -12.019 0.12
H -5.719 -14.280 -9.990 0.12
H -6.618 -15.761 -9.500 0.12
H -6.329 -13.344 -7.581 0.08
H -7.071 -14.901 -7.317 0.08
H -8.087 -13.420 -7.344 0.09
C -13.618 -15.291 -19.371 -0.08
O -12.632 -14.455 -18.719 -0.21
C -11.829 -13.623 -19.603 -0.18
C -12.526 -12.358 -20.067 -0.19
O -13.624 -12.682 -20.934 -0.22
C -14.414 -11.579 -21.434 -0.08
H -14.461 -14.634 -19.585 0.08
H -13.937 -16.100 -18.714 0.08
H -13.115 -15.700 -20.247 0.08
H -11.394 -14.247 -20.384 0.12
H -10.991 -13.381 -18.949 0.12
H -11.892 -11.674 -20.631 0.12
H -12.839 -11.872 -19.143 0.12
H -14.933 -11.175 -20.566 0.08
H -15.272 -11.915 -22.018 0.08
H -13.801 -10.796 -21.881 0.08
C -17.774 -5.872 -17.938 -0.08
O -18.534 -4.865 -17.233 -0.18
C -17.968 -4.411 -16.035 -0.23
C -18.745 -3.183 -15.464 -0.19
O -18.937 -1.957 -16.153 -0.17
C -17.771 -1.417 -16.695 -0.13
H -16.725 -5.666 -18.149 0.08
H -18.373 -6.017 -18.837 0.09
H -17.789 -6.801 -17.367 0.08
H -16.906 -4.223 -16.191 0.11
H -17.963 -5.120 -15.207 0.12
H -18.373 -3.012 -14.453 0.12
H -19.778 -3.493 -15.306 0.12
H -18.034 -0.505 -17.232 0.09
H -17.348 -2.076 -17.452 0.08
H -16.937 -1.267 -16.011 0.09
C -16.437 -27.021 -11.841 -0.11
O -16.630 -25.796 -12.508 -0.18
C -16.095 -24.743 -11.831 -0.23
C -16.201 -23.395 -12.672 -0.13
O -15.050 -22.605 -12.276 -0.22
C -14.558 -21.587 -13.145 -0.10
H -15.363 -27.207 -11.867 0.09
H -16.995 -27.883 -12.207 0.09
H -16.764 -27.071 -10.802 0.08
H -15.033 -24.863 -11.620 0.12
H -16.635 -24.758 -10.884 0.12
H -17.127 -22.887 -12.403 0.11
H -16.175 -23.629 -13.736 0.12
H -13.609 -21.200 -12.774 0.09
H -15.340 -20.829 -13.095 0.08
H -14.551 -21.810 -14.212 0.08
C -21.760 -18.037 -19.154 -0.08
O -21.342 -18.655 -20.378 -0.21
C -20.287 -19.596 -20.403 -0.19
C -18.948 -18.999 -19.903 -0.20
O -18.924 -18.685 -18.539 -0.21
C -18.915 -19.769 -17.630 -0.10
H -21.861 -18.863 -18.449 0.08
H -22.699 -17.512 -19.326 0.09
H -21.047 -17.297 -18.788 0.08
H -20.220 -19.914 -21.443 0.13
H -20.625 -20.398 -19.747 0.11
H -18.809 -18.085 -20.481 0.13
H -18.158 -19.720 -20.112 0.12
H -18.604 -19.420 -16.645 0.09
H -18.286 -20.600 -17.949 0.09
H -19.961 -20.020 -17.451 0.07
C -14.552 -17.484 -24.693 -0.10
O -14.972 -18.775 -24.221 -0.19
C -14.588 -19.820 -25.132 -0.20
C -15.479 -19.897 -26.344 -0.20
O -16.892 -20.001 -26.118 -0.18
C -17.694 -19.467 -27.148 -0.12
H -15.184 -16.799 -24.128 0.09
H -14.570 -17.246 -25.756 0.08
H -13.502 -17.382 -24.421 0.08
H -14.758 -20.761 -24.608 0.12
H -13.516 -19.722 -25.301 0.13
H -15.068 -20.663 -27.001 0.13
H -15.436 -18.887 -26.752 0.10
H -17.549 -19.970 -28.104 0.09
H -17.632 -18.380 -27.204 0.09
H -18.733 -19.659 -26.878 0.09
C -10.407 -6.552 -25.470 -0.10
O -10.414 -6.145 -26.874 -0.15
C -10.395 -7.350 -27.630 -0.24
C -10.613 -7.170 -29.119 -0.23
O -11.883 -6.581 -29.264 -0.18
C -12.077 -5.955 -30.583 -0.07
H -11.180 -7.285 -25.240 0.08
H -10.590 -5.701 -24.814 0.08
H -9.462 -6.918 -25.068 0.08
H -11.148 -8.036 -27.242 0.12
H -9.448 -7.867 -27.474 0.12
H -10.515 -8.072 -29.722 0.13
H -9.845 -6.482 -29.474 0.12
H -12.109 -6.730 -31.348 0.08
H -11.349 -5.218 -30.923 0.08
H -13.022 -5.412 -30.583 0.08
C -12.864 -23.043 -18.717 -0.11
O -12.509 -23.688 -17.500 -0.19
C -12.364 -25.069 -17.699 -0.22
C -11.943 -25.834 -16.417 -0.19
O -10.585 -25.658 -15.991 -0.18
C -10.382 -24.387 -15.409 -0.12
H -13.053 -22.001 -18.460 0.08
H -13.791 -23.448 -19.122 0.09
H -12.096 -22.953 -19.486 0.09
H -11.547 -25.252 -18.397 0.13
H -13.299 -25.496 -18.061 0.12
H -12.075 -26.889 -16.659 0.12
H -12.646 -25.641 -15.607 0.12
H -10.172 -23.609 -16.143 0.08
H -9.497 -24.322 -14.776 0.08
H -11.239 -24.204 -14.761 0.09
C -20.558 -14.193 -24.577 -0.08
O -21.826 -13.598 -24.959 -0.19
C -23.001 -14.299 -24.649 -0.21
C -24.290 -13.486 -24.916 -0.19
O -24.425 -13.361 -26.335 -0.19
C -25.691 -12.755 -26.739 -0.09
H -19.733 -13.664 -25.052 0.08
H -20.558 -15.239 -24.884 0.08
H -20.309 -14.056 -23.525 0.08
H -22.949 -14.629 -23.611 0.12
H -23.095 -15.179 -25.286 0.12
H -24.229 -12.466 -24.537 0.12
H -25.182 -13.942 -24.487 0.12
H -26.579 -13.381 -26.653 0.08
H -25.645 -12.425 -27.777 0.08
H -25.855 -11.796 -26.247 0.08
O -6.800 -10.822 -16.562 -0.05
H -7.376 -10.152 -16.930 0.03
H -5.916 -10.507 -16.747 0.03
O -18.657 -14.765 -16.630 -0.05
H -18.488 -15.611 -17.044 0.02
H -19.387 -14.931 -16.033 0.03
O -14.779 -13.174 -15.366 -0.05
H -15.676 -13.235 -15.696 0.02
H -14.236 -13.497 -16.086 0.02
C -5.645 -14.300 -20.224 -0.13
O -6.219 -15.537 -20.778 -0.14
H -6.259 -13.444 -20.503 0.08
H -5.586 -14.396 -19.139 0.07
H -4.576 -14.224 -20.421 0.07
H -6.068 -16.211 -20.110 0.05
C -20.970 -11.365 -19.849 -0.18
O -21.567 -10.127 -20.142 -0.11
H -20.877 -11.461 -18.767 0.08
H -21.532 -12.218 -20.229 0.07
H -19.976 -11.455 -20.285 0.07
H -21.674 -10.123 -21.096 0.07
```

The calculation puts the orbital gap at 9.41 eV. As for the highest occupied orbital energy: -9.30 eV. Its total energy is -96571.733 eV. As for the charge: 0. For the LUMO energy, the calculation gives 0.107 eV.